Record 1
# C7H5ClN2O4S3V

C7H5ClN2O4S3V as an isolated structure (wB97M-V/def2-TZVPD, the OMol25 dataset).

Each line ends with the Löwdin charge.
Cartesian coordinates (Å):
1 V 2.184 0.508 -0.332  0.22
2 C -0.478 -2.006 -1.838  0.01
3 C -0.684 -1.184 -0.620  -0.31
4 N 0.176 -0.334 -0.091  0.03
5 C -0.412 0.205 1.018  -0.12
6 C -1.658 -0.319 1.178  -0.05
7 N -1.803 -1.198 0.137  0.20
8 C -2.746 -0.130 2.171  -0.48
9 O -2.511 0.722 3.147  0.16
10 O -3.768 -0.757 2.054  0.12
11 C 0.378 1.198 1.770  -0.49
12 O -0.023 1.746 2.774  0.13
13 O 1.547 1.404 1.209  -0.16
14 H 0.497 -1.781 -2.262  0.06
15 H -1.246 -1.794 -2.581  0.10
16 H -0.516 -3.068 -1.596  0.10
17 H -2.639 -1.747 -0.004  0.18
18 H -1.615 1.142 3.094  0.08
19 S 3.664 3.251 -3.392  0.63
20 C 3.121 2.280 -2.230  -1.71
21 S 3.947 1.869 -0.731  0.58
22 S 1.552 1.460 -2.232  0.58
23 Cl 3.032 -1.467 -0.640  0.14

Summary:
- expectation value of S² = 0.78
- LUMO energy (spin up / spin down) (eV) = -2.349 / -1.523
- E_HOMO (spin up / spin down) (eV) = -9.009 / -9.019
- spin multiplicity = 2
- energy relative to the best compared isomer or geometry (same formula, charge and spin) (kJ/mol) = 0.0
- HOMO-LUMO gap (spin up / spin down) (eV) = 6.66 / 7.50

---

Record 2
# C5H9N

An isolated molecule of C5H9N at a distorted geometry (wB97M-V/def2-TZVPD, the OMol25 dataset).

Each line ends with the Löwdin charge.
Cartesian coordinates (Å):
1 C -0.549 0.661 -0.633  -0.15
2 C -0.860 -0.603 -1.030  -0.18
3 N -1.804 -0.638 -2.111  -0.02
4 C 0.349 0.948 0.517  -0.27
5 C 0.964 -0.181 1.233  -0.23
6 C 2.233 -0.545 1.353  0.00
7 H -1.108 1.574 -0.950  0.12
8 H -0.869 -1.366 -0.262  0.11
9 H -2.018 0.334 -2.412  0.08
10 H -2.692 -1.144 -2.040  0.07
11 H 0.974 1.802 0.140  0.12
12 H -0.345 1.398 1.329  0.13
13 H 0.245 -0.703 1.942  0.13
14 H 2.452 -1.627 1.402  0.06
15 H 3.029 0.090 1.523  0.03

Summary:
- SMILES = C=CC/C=C/N
- LUMO energy (eV) = 1.179
- E_HOMO (eV) = -7.910
- energy relative to the best compared isomer or geometry (same formula, charge and spin) (kJ/mol) = 339.5
- HOMO-LUMO gap (eV) = 9.09

---

Record 3
# C37H44IN4O3PPt

C37H44IN4O3PPt as an isolated structure (wB97M-V/def2-TZVPD, the OMol25 dataset).

Each line ends with the Löwdin charge.
Cartesian coordinates (Å):
1 Pt 0.668 0.204 0.094  1.03
2 N -5.804 -3.365 0.180  0.23
3 C -4.824 -2.257 -0.180  -0.30
4 C -4.826 -2.079 -1.683  -0.11
5 C -3.771 -1.018 -2.032  -0.34
6 N -2.450 -1.564 -1.710  0.09
7 C -4.137 0.298 -1.333  -0.10
8 C -4.302 0.181 0.184  -0.35
9 N -2.995 0.006 0.844  0.06
10 C -5.231 -0.988 0.544  -0.10
11 H -5.554 -4.234 -0.296  0.17
12 H -6.750 -3.110 -0.114  0.17
13 H -5.825 -3.540 1.187  0.17
14 H -3.845 -2.609 0.154  0.13
15 H -5.818 -1.754 -2.018  0.13
16 H -4.569 -3.012 -2.189  0.13
17 H -3.815 -0.852 -3.110  0.15
18 H -1.761 -1.284 -2.396  0.06
19 H -2.138 -1.229 -0.804  0.04
20 H -5.083 0.659 -1.750  0.13
21 H -3.387 1.057 -1.548  0.09
22 H -4.799 1.090 0.538  0.15
23 H -3.110 0.097 1.849  0.08
24 H -2.378 0.760 0.544  0.05
25 H -6.250 -0.717 0.248  0.14
26 H -5.230 -1.136 1.629  0.13
27 C 3.788 2.543 0.927  -0.05
28 C 2.752 3.101 -0.044  -0.37
29 C 2.847 2.421 -1.405  -0.06
30 C 1.336 3.055 0.541  -0.24
31 C 1.122 4.059 1.680  -0.02
32 O 0.595 3.269 2.783  0.05
33 C 0.579 2.003 2.419  -0.30
34 N 0.996 1.772 1.218  -0.05
35 C 0.150 1.052 3.460  -0.13
36 C -0.352 1.588 4.644  0.02
37 C -0.637 0.765 5.722  -0.02
38 C -0.374 -0.593 5.643  -0.03
39 C 0.132 -1.133 4.468  -0.07
40 C 0.356 -0.330 3.356  -0.28
41 P 0.995 -1.058 1.836  0.93
42 C 0.025 -2.484 1.305  -0.35
43 C 0.349 -2.963 0.029  -0.13
44 C -0.370 -4.007 -0.533  -0.05
45 C -1.405 -4.589 0.182  -0.06
46 C -1.743 -4.104 1.440  -0.08
47 C -1.047 -3.042 1.997  -0.07
48 C 2.661 -1.597 2.252  -0.33
49 C 3.463 -0.726 2.992  -0.09
50 C 4.759 -1.084 3.317  -0.05
51 C 5.261 -2.313 2.906  -0.04
52 C 4.466 -3.183 2.176  -0.05
53 C 3.167 -2.830 1.844  -0.06
54 H 4.794 2.753 0.566  0.09
55 H 3.688 1.458 1.011  0.06
56 H 3.704 2.973 1.929  0.08
57 H 2.947 4.169 -0.193  0.15
58 H 2.672 1.344 -1.330  0.05
59 H 3.843 2.561 -1.824  0.09
60 H 2.123 2.831 -2.110  0.09
61 H 0.595 3.193 -0.249  0.13
62 H 0.395 4.832 1.452  0.15
63 H 2.051 4.508 2.026  0.14
64 H -0.499 2.655 4.725  0.13
65 H -1.031 1.193 6.634  0.12
66 H -0.549 -1.234 6.497  0.12
67 H 0.370 -2.189 4.429  0.12
68 H 1.182 -2.537 -0.524  0.11
69 H -0.112 -4.370 -1.518  0.12
70 H -1.942 -5.429 -0.239  0.11
71 H -2.541 -4.570 2.005  0.11
72 H -1.342 -2.661 2.963  0.10
73 H 3.075 0.229 3.328  0.11
74 H 5.375 -0.410 3.895  0.12
75 H 6.274 -2.594 3.163  0.12
76 H 4.855 -4.144 1.867  0.12
77 H 2.553 -3.525 1.287  0.10
78 I -3.365 1.700 -7.864  0.93
79 C -2.501 1.569 -5.977  -0.74
80 C -2.933 2.417 -4.963  -0.13
81 C -2.360 2.324 -3.707  -0.02
82 C -1.358 1.388 -3.458  -0.16
83 C -0.923 0.554 -4.485  -0.02
84 C -1.495 0.639 -5.743  -0.13
85 C -0.784 1.275 -2.092  -0.63
86 O 0.196 0.428 -1.952  -0.21
87 O -1.189 1.991 -1.171  -0.02
88 H -3.706 3.147 -5.157  0.10
89 H -2.676 2.984 -2.910  0.12
90 H -0.133 -0.160 -4.293  0.12
91 H -1.157 -0.009 -6.540  0.10

Summary:
- LUMO energy (eV) = -5.967
- charge = +2
- E_HOMO (eV) = -12.307
- energy relative to the best compared isomer or geometry (same formula, charge and spin) (kJ/mol) = 0.0
- HOMO-LUMO gap (eV) = 6.34

---

Record 4
# CFNOS

An isolated molecule of CFNOS at a distorted geometry (wB97M-V/def2-TZVPD, the OMol25 dataset).

Each line ends with the Löwdin charge.
Cartesian coordinates (Å):
1 C -0.733 -0.666 0.175  -0.32
2 N -1.718 -1.238 0.045  0.09
3 O 0.452 1.529 0.689  -0.42
4 F 1.058 0.145 -1.238  -0.30
5 S 0.941 0.231 0.329  0.95

Summary:
- LUMO energy (eV) = -0.676
- E_HOMO (eV) = -11.935
- energy relative to the best compared isomer or geometry (same formula, charge and spin) (kJ/mol) = 61.0
- HOMO-LUMO gap (eV) = 11.26

---

Record 5
# C3HLiMgO4

C3HLiMgO4 as an isolated structure at a distorted geometry (wB97M-V/def2-TZVPD, the OMol25 dataset).

Each line ends with the Löwdin charge.
Cartesian coordinates (Å):
1 O -1.065 -1.164 -2.324  -0.07
2 C -0.377 -0.665 -1.506  -0.30
3 O 0.641 -0.226 -1.118  0.26
4 Mg -1.443 -1.967 -4.274  1.04
5 O -1.535 -0.118 1.152  -0.08
6 C -0.383 0.314 1.721  -0.23
7 C 0.777 0.635 1.417  -0.36
8 O 1.879 1.246 1.357  -0.26
9 Li 3.559 1.497 1.711  0.84
10 H -2.052 0.448 1.864  0.16

Summary:
- expectation value of S² = 0.75
- LUMO energy (spin up / spin down) (eV) = -4.133 / -5.552
- charge = +1
- E_HOMO (spin up / spin down) (eV) = -9.418 / -9.403
- spin multiplicity = 2
- energy relative to the best compared isomer or geometry (same formula, charge and spin) (kJ/mol) = 410.3
- HOMO-LUMO gap (spin up / spin down) (eV) = 5.29 / 3.85

---

Record 6
# C15H20BeN2O2

C15H20BeN2O2 as an isolated structure at a distorted geometry (wB97M-V/def2-TZVPD, the OMol25 dataset).

Each line ends with the Löwdin charge.
Cartesian coordinates (Å):
1 C -2.405 -0.794 1.138  -0.03
2 C -3.187 2.385 1.115  -0.05
3 H -1.718 -1.418 0.555  -0.01
4 H -3.427 -1.150 0.937  0.04
5 H -2.201 -0.983 2.206  0.06
6 H -4.263 2.357 0.883  0.02
7 H -3.102 2.582 2.193  0.03
8 H -2.734 3.243 0.601  0.03
9 C 0.048 -3.043 -0.068  -0.12
10 C 1.049 -4.035 -0.093  -0.05
11 C 2.227 -3.758 -0.787  -0.07
12 C 2.370 -2.505 -1.379  -0.01
13 H -0.906 -3.218 0.432  0.10
14 H 0.873 -4.986 0.404  0.10
15 H 3.029 -4.488 -0.873  0.11
16 H 3.242 -2.251 -1.973  0.10
17 N 0.201 -1.841 -0.612  0.11
18 C 1.367 -1.521 -1.185  -0.20
19 C 1.624 -0.106 -1.531  -0.22
20 N 0.601 0.744 -1.515  0.10
21 C 0.796 2.045 -1.610  -0.12
22 C 3.151 1.722 -1.950  -0.06
23 C 2.071 2.599 -1.831  -0.05
24 H -0.084 2.676 -1.495  0.11
25 H 2.167 3.677 -1.929  0.10
26 C 2.935 0.355 -1.796  -0.01
27 H 3.740 -0.372 -1.856  0.10
28 H 4.158 2.082 -2.147  0.11
29 Be -2.373 0.885 0.759  -0.06
30 C -2.279 0.644 -0.969  0.07
31 H -1.370 0.068 -1.191  0.02
32 H -2.141 1.628 -1.432  0.05
33 H -3.132 0.147 -1.448  0.06
34 C -0.081 1.021 3.290  0.01
35 C 0.002 0.859 1.785  -0.58
36 O 0.936 0.188 1.327  0.06
37 O -0.931 1.441 1.084  -0.07
38 H 0.943 1.066 3.671  0.08
39 H -0.566 0.135 3.724  0.08
40 H -0.632 1.924 3.570  0.08

Summary:
- LUMO energy (spin up / spin down) (eV) = -2.797 / -2.804
- E_HOMO (spin up / spin down) (eV) = -8.647 / -8.647
- energy relative to the best compared isomer or geometry (same formula, charge and spin) (kJ/mol) = 336.4
- HOMO-LUMO gap (spin up / spin down) (eV) = 5.85 / 5.84

---

Record 7
# C8H15ClI2MnN2OP

C8H15ClI2MnN2OP as an isolated structure at a distorted geometry (wB97M-V/def2-TZVPD, the OMol25 dataset).

Each line ends with the Löwdin charge.
Cartesian coordinates (Å):
1 I 1.904 -4.336 -1.689  0.56
2 I -0.702 -4.449 -0.974  0.47
3 Mn 0.057 -0.059 -0.184  0.20
4 P -0.017 0.660 -2.476  0.73
5 C -1.615 0.864 -3.308  -0.25
6 C 0.872 2.220 -2.794  -0.24
7 H 1.891 -0.715 -3.050  0.02
8 H 0.948 -0.239 -4.503  0.07
9 H 0.374 -1.552 -3.396  0.03
10 C 0.880 -0.578 -3.458  -0.27
11 H 1.883 2.178 -2.364  0.03
12 H 0.949 2.407 -3.876  0.07
13 H -1.460 1.124 -4.368  0.07
14 H -2.186 1.664 -2.810  0.07
15 H 0.332 3.059 -2.332  0.06
16 H -2.180 -0.079 -3.234  0.06
17 C -1.768 0.130 -0.387  -0.23
18 O -2.888 0.073 -0.081  0.14
19 Cl 2.203 0.153 -0.350  0.10
20 C 0.037 0.636 5.259  0.01
21 N 0.041 -0.020 3.960  -0.10
22 C 0.079 -1.396 3.733  -0.01
23 C 0.069 -1.575 2.381  -0.09
24 N 0.019 -0.310 1.779  -0.11
25 C 0.002 0.606 2.763  -0.08
26 H -0.830 0.312 5.845  0.11
27 H 0.935 0.368 5.826  0.11
28 H 0.001 1.715 5.096  0.10
29 H 0.108 -2.084 4.564  0.14
30 H 0.084 -2.454 1.750  0.08
31 H -0.023 1.677 2.677  0.15

Summary:
- expectation value of S² = 6.17
- LUMO energy (spin up / spin down) (eV) = -10.138 / -11.983
- charge = +2
- E_HOMO (spin up / spin down) (eV) = -15.399 / -14.113
- spin multiplicity = 5
- HOMO-LUMO gap (spin up / spin down) (eV) = 5.26 / 2.13

---

Record 8
# CH4N2S3

An isolated molecule of CH4N2S3 at a distorted geometry (wB97M-V/def2-TZVPD, the OMol25 dataset).

Each line ends with the Löwdin charge.
Cartesian coordinates (Å):
1 C 0.200 0.614 -1.183  -1.39
2 N 0.071 -0.927 0.790  0.02
3 N 0.067 0.707 0.154  -0.61
4 S -0.193 1.815 -2.157  0.62
5 S 0.651 -0.922 -1.822  0.76
6 S -0.720 1.807 1.067  0.79
7 H 1.012 -0.927 1.145  0.04
8 H -0.608 -1.062 1.519  0.04
9 H 1.160 -0.466 -2.975  -0.12
10 H -1.951 1.484 0.929  -0.16

Summary:
- SMILES = NN(S)C(=S)S
- LUMO energy (eV) = 0.088
- E_HOMO (eV) = -8.360
- energy relative to the best compared isomer or geometry (same formula, charge and spin) (kJ/mol) = 219.0
- HOMO-LUMO gap (eV) = 8.45

---

no.,DFT total energy (Ha)
1,-3279.1537
2,-250.5376
3,-2639.0043
4,-666.0867
5,-623.1505
6,-858.1641
7,-3045.9178
8,-1344.4670